Entry from the OMol25 dataset: a structure of composition C25H32N11O2SSc (the ωB97M-V functional and the def2-TZVPD basis).

XYZ file:
```
72
Properties=species:S:1:pos:R:3
Sc -1.036 0.057 0.358
C -2.588 1.645 4.416
C -1.870 0.920 5.347
C -1.004 -0.068 4.903
C -0.876 -0.291 3.542
N -1.553 0.434 2.635
C -2.394 1.371 3.072
C -0.034 -1.383 2.993
C 0.767 -2.201 3.778
C 1.450 -3.242 3.174
C 1.292 -3.472 1.817
C 0.475 -2.619 1.091
N -0.132 -1.575 1.671
C 0.148 -2.816 -0.345
C 0.643 -3.877 -1.087
C 0.247 -4.021 -2.405
C -0.639 -3.103 -2.943
C -1.077 -2.067 -2.140
N -0.696 -1.916 -0.870
H -3.285 2.415 4.713
H -1.987 1.106 6.406
H -0.455 -0.660 5.619
H -2.916 1.938 2.314
H 0.859 -2.041 4.841
H 2.086 -3.889 3.763
H 1.787 -4.309 1.349
H 1.325 -4.590 -0.648
H 0.620 -4.844 -3.000
H -0.987 -3.186 -3.963
H -1.758 -1.317 -2.526
S -1.236 2.650 0.222
C 0.329 2.508 0.994
C 1.118 3.595 1.380
C 2.336 3.357 1.979
C 2.758 2.042 2.192
C 1.928 1.022 1.791
N 0.742 1.243 1.201
H 0.757 4.598 1.204
H 2.961 4.185 2.284
H 3.706 1.822 2.660
H 2.205 -0.016 1.942
N -1.962 1.697 -2.931
N -3.339 1.753 -2.707
C -3.957 0.971 -1.812
N -5.281 1.021 -1.774
N -3.166 0.242 -0.990
N -3.755 -0.635 -0.142
O -2.953 -1.041 0.723
O -4.898 -1.010 -0.192
H -1.511 2.491 -2.482
H -1.802 1.717 -3.931
H -3.884 2.477 -3.154
H -5.792 1.559 -2.455
H -5.787 0.395 -1.167
C 3.004 1.801 -2.027
C 2.649 0.360 -2.404
C 2.146 0.281 -3.840
C 3.868 -0.537 -2.222
N 1.616 -0.214 -1.505
N 0.397 0.534 -1.450
H 3.832 2.156 -2.641
H 3.312 1.866 -0.980
H 2.178 2.500 -2.191
H 2.928 0.598 -4.530
H 1.289 0.939 -4.009
H 1.861 -0.743 -4.089
H 4.685 -0.203 -2.860
H 3.626 -1.568 -2.478
H 4.223 -0.508 -1.188
H 1.993 -0.200 -0.562
H -0.111 0.362 -2.313
H 0.575 1.538 -1.421
```

Values from the calculation:
Charge: +2
Total energy: -78456.3030 eV
Lowest unoccupied orbital energy: -5.870 eV
E_HOMO: -13.3 eV
Orbital gap: 7.4 eV

Entry from the OMol25 dataset: the molecule C25H32N2O2 (the ωB97M-V functional and the def2-TZVPD basis).

XYZ file:
```
61
Properties=species:S:1:pos:R:3
C 4.785 -1.393 -7.002
C 5.002 -1.779 -5.570
C 6.264 -2.139 -5.117
C 6.457 -2.512 -3.798
C 5.392 -2.534 -2.917
C 4.122 -2.176 -3.352
C 2.967 -2.205 -2.386
N 3.317 -1.516 -1.153
C 3.542 -0.094 -1.324
C 2.253 0.722 -1.489
C 1.321 0.470 -0.304
O 0.119 1.183 -0.560
C -0.735 1.483 0.450
C -0.557 1.164 1.793
C -1.508 1.538 2.726
C -2.650 2.231 2.347
C -3.637 2.714 3.362
O -3.816 3.905 3.548
N -4.281 1.763 4.082
C -5.252 2.162 5.080
C -6.669 1.829 4.616
C -6.771 0.341 4.291
C -5.714 -0.031 3.255
C -4.321 0.357 3.761
C -2.815 2.569 1.008
C -1.879 2.191 0.071
C 1.072 -1.034 -0.167
C 2.417 -1.765 -0.049
C 3.941 -1.799 -4.674
H 5.658 -0.883 -7.403
H 3.918 -0.744 -7.104
H 4.611 -2.285 -7.605
H 7.100 -2.125 -5.802
H 7.444 -2.787 -3.457
H 5.532 -2.814 -1.885
H 2.069 -1.794 -2.875
H 2.754 -3.247 -2.123
H 4.077 0.259 -0.436
H 4.189 0.050 -2.191
H 2.489 1.785 -1.553
H 1.736 0.439 -2.407
H 1.799 0.854 0.609
H 0.318 0.632 2.131
H -1.352 1.293 3.767
H -5.137 3.236 5.238
H -5.029 1.633 6.014
H -7.382 2.101 5.396
H -6.897 2.417 3.725
H -7.767 0.105 3.912
H -6.610 -0.243 5.200
H -5.739 -1.102 3.049
H -5.912 0.502 2.322
H -3.570 0.129 3.004
H -4.091 -0.215 4.669
H -3.687 3.131 0.708
H -2.001 2.443 -0.971
H 0.455 -1.246 0.708
H 0.531 -1.381 -1.050
H 2.924 -1.431 0.863
H 2.251 -2.842 0.032
H 2.954 -1.516 -5.017
```

Values from the calculation:
Charge: 0
Total energy: -33520.4469 eV
Lowest unoccupied orbital energy: 0.714 eV
SMILES: Cc1cccc(CN2CCC(Oc3ccc(C(=O)N4CCCCC4)cc3)CC2)c1
E_HOMO: -8.4 eV
Orbital gap: 9.2 eV

Entry from the OMol25 dataset: the molecule C25H32N2O4S (the ωB97M-V functional and the def2-TZVPD basis).

XYZ file:
```
64
Properties=species:S:1:pos:R:3
C -5.785 -0.941 -0.367
O -5.878 0.462 -0.422
C -4.771 1.199 -0.132
C -4.914 2.583 -0.234
C -3.847 3.406 0.053
C -2.628 2.873 0.436
C -2.468 1.497 0.517
C -1.152 0.915 0.986
C -0.971 -0.593 0.674
O -0.759 -1.377 1.580
N -1.100 -0.887 -0.625
C -0.787 -2.152 -1.265
C -1.264 -3.386 -0.476
C 0.006 -4.012 0.094
C 1.036 -3.767 -1.003
C 0.738 -2.336 -1.448
N -0.002 1.687 0.502
C 1.044 1.909 1.476
C 1.725 0.601 1.894
C 2.969 0.814 2.783
C 3.989 -0.191 2.226
C 3.173 -0.970 1.185
O 2.185 -0.072 0.737
C 0.083 1.998 -0.806
O -0.752 1.629 -1.620
C 1.250 2.860 -1.282
C 2.463 2.010 -1.464
C 2.584 0.905 -2.246
C 3.870 0.322 -2.187
C 4.711 0.992 -1.362
S 3.948 2.350 -0.637
C -3.547 0.664 0.251
H -5.033 -1.322 -1.066
H -6.767 -1.312 -0.657
H -5.551 -1.291 0.643
H -5.869 2.982 -0.535
H -3.963 4.477 -0.019
H -1.800 3.529 0.660
H -1.133 0.993 2.081
H -1.197 -0.083 -1.243
H -1.289 -2.111 -2.237
H -1.754 -4.083 -1.158
H -1.969 -3.112 0.305
H 0.289 -3.475 0.999
H -0.120 -5.068 0.332
H 0.871 -4.462 -1.829
H 2.061 -3.885 -0.654
H 1.255 -1.626 -0.803
H 1.048 -2.149 -2.476
H 1.801 2.571 1.062
H 0.613 2.381 2.366
H 1.009 -0.050 2.417
H 2.735 0.625 3.828
H 3.337 1.835 2.689
H 4.814 0.329 1.741
H 4.392 -0.849 2.992
H 2.695 -1.846 1.649
H 3.752 -1.288 0.318
H 1.445 3.696 -0.611
H 0.940 3.262 -2.252
H 1.775 0.521 -2.840
H 4.151 -0.559 -2.736
H 5.736 0.781 -1.131
H -3.421 -0.402 0.347
```

Values from the calculation:
Charge: 0
Total energy: -48450.4907 eV
Lowest unoccupied orbital energy: 0.584 eV
SMILES: COc1cccc([C@@H](C(=O)NC2CCCC2)N(C[C@@H]2CCCO2)C(=O)Cc2cccs2)c1
E_HOMO: -8.3 eV
Orbital gap: 8.9 eV

Entry from the OMol25 dataset: a structure of composition C25H33BN9NaO3PSSe2 (the ωB97M-V functional and the def2-TZVPD basis).

XYZ file:
```
76
Properties=species:S:1:pos:R:3
Na 0.848 -0.646 0.453
C 2.955 -1.939 4.087
C 2.876 -1.970 2.686
N 1.637 -2.189 2.280
N 0.889 -2.305 3.405
C 1.660 -2.147 4.502
B -0.643 -2.302 3.249
N -0.997 -3.090 1.979
C -0.727 -4.394 1.771
C -1.127 -4.713 0.495
C -1.630 -3.503 -0.016
N -1.546 -2.531 0.882
N -1.157 -0.850 3.179
C -2.013 -0.225 4.013
C -1.991 1.119 3.717
C -1.061 1.224 2.668
N -0.572 0.037 2.349
N -1.376 -3.003 4.428
C -2.586 -3.595 4.325
C -3.030 -3.886 5.595
C -2.001 -3.412 6.426
N -1.018 -2.875 5.721
H 3.821 -1.767 4.702
H 3.657 -1.809 1.960
H 1.219 -2.194 5.482
H -0.263 -4.988 2.541
H -1.049 -5.664 -0.003
H -2.022 -3.296 -1.000
H -2.555 -0.773 4.766
H -2.546 1.906 4.198
H -0.693 2.100 2.155
H -3.035 -3.764 3.360
H -3.950 -4.370 5.874
H -1.930 -3.441 7.503
O 4.628 4.449 -3.320
C 4.696 3.617 -2.178
C 3.359 3.007 -1.693
C 2.279 4.119 -1.621
O 1.142 3.929 -2.462
C 2.956 1.827 -2.588
Se 2.834 2.170 -4.552
C 3.678 2.480 -0.271
Se 2.241 1.786 0.893
H 4.163 3.918 -4.003
H 5.102 4.242 -1.376
H 5.404 2.791 -2.342
H 2.748 5.079 -1.863
H 1.885 4.160 -0.605
H 1.479 3.658 -3.340
H 2.008 1.415 -2.236
H 3.703 1.041 -2.458
H 4.117 3.304 0.298
H 4.449 1.711 -0.357
C -0.932 1.945 -1.088
P -1.378 0.417 -1.878
C -2.877 -0.195 -1.097
C -1.761 0.823 -3.589
C -3.032 0.705 -4.142
C -3.245 1.064 -5.464
C -2.187 1.532 -6.236
C -0.918 1.639 -5.688
C -0.703 1.288 -4.364
H -0.123 2.456 -1.622
H -0.586 1.758 -0.072
H -1.813 2.593 -1.078
H -3.658 0.566 -1.083
H -2.612 -0.487 -0.078
H -3.208 -1.083 -1.636
H -3.853 0.320 -3.550
H -4.234 0.969 -5.896
H -2.357 1.806 -7.271
H -0.071 1.992 -6.263
H 0.309 1.382 -3.981
O -1.439 -2.390 -3.129
S -0.076 -1.918 -2.720
N -0.160 -0.634 -1.737
```

Values from the calculation:
Charge: -2
Total energy: -201929.2049 eV
Lowest unoccupied orbital energy (alpha / beta): 3.738 / 3.737 eV
Multiplicity: 2
E_HOMO (alpha / beta): -1.4 / -1.4 eV
Orbital gap (alpha / beta): 5.1 / 5.1 eV

Entry from the OMol25 dataset: a cluster of 9 separate species, C25H33FN8O5 in total in a non-equilibrium geometry (the ωB97M-V functional and the def2-TZVPD basis).

XYZ file:
```
72
Properties=species:S:1:pos:R:3
C -1.548 -0.831 4.583
C -1.276 -1.473 3.246
O -1.750 -2.542 2.975
O -0.535 -0.829 2.304
C 0.627 -0.134 2.773
C 1.689 -0.195 1.666
C 2.590 1.050 1.659
C 2.473 1.930 0.470
C 2.095 1.747 -0.790
F 1.700 0.620 -1.346
C 2.189 3.039 -1.532
O 2.002 3.201 -2.699
O 2.527 4.006 -0.640
C 2.876 3.353 0.558
O 3.445 3.897 1.441
H -1.426 -1.605 5.335
H -0.919 0.020 4.820
H -2.598 -0.541 4.580
H 1.030 -0.600 3.670
H 0.393 0.909 2.997
H 1.220 -0.426 0.716
H 2.323 -1.045 1.907
H 3.629 0.771 1.832
H 2.320 1.669 2.518
C -4.977 -2.483 1.239
C -4.986 -1.419 2.232
N -4.979 -0.568 3.003
H -5.994 -2.826 1.061
H -4.558 -2.112 0.306
H -4.369 -3.313 1.594
C 3.090 5.369 5.147
C 2.645 3.982 5.261
N 2.290 2.895 5.342
H 3.034 5.688 4.109
H 2.453 6.008 5.756
H 4.118 5.455 5.493
C 0.994 3.223 -5.716
C 0.413 4.086 -6.740
N -0.048 4.762 -7.543
H 0.910 3.690 -4.740
H 0.470 2.269 -5.701
H 2.046 3.049 -5.933
C 2.632 -2.264 -3.433
C 2.947 -2.548 -2.037
N 3.197 -2.772 -0.940
H 3.346 -2.761 -4.080
H 1.633 -2.627 -3.662
H 2.675 -1.188 -3.601
C 3.979 -3.508 2.994
C 4.393 -2.145 3.314
N 4.730 -1.074 3.550
H 3.943 -3.632 1.913
H 4.688 -4.216 3.418
H 2.991 -3.700 3.409
C -7.942 1.409 1.883
C -8.056 0.002 1.521
N -8.121 -1.109 1.248
H -7.131 1.529 2.599
H -7.731 2.002 0.996
H -8.874 1.751 2.329
C 1.264 -3.102 -7.722
C 2.169 -3.660 -6.722
N 2.880 -4.107 -5.941
H 1.424 -2.029 -7.807
H 1.453 -3.568 -8.687
H 0.233 -3.290 -7.430
C -3.098 -0.655 -2.495
C -3.626 -2.015 -2.538
N -4.043 -3.083 -2.563
H -3.070 -0.239 -3.500
H -3.735 -0.032 -1.869
H -2.092 -0.665 -2.080
```

Values from the calculation:
Charge: 0
Total energy: -51333.4081 eV
Lowest unoccupied orbital energy: -1.070 eV
SMILES: CC(=O)OCCCC1=C(F)C(=O)OC1=O.CC#N.CC#N.CC#N.CC#N.CC#N.CC#N.CC#N.CC#N
E_HOMO: -10.3 eV
Orbital gap: 9.2 eV

Entry from the OMol25 dataset: a structure of composition C25H33N6ORuSe (the ωB97M-V functional and the def2-TZVPD basis).

XYZ file:
```
67
Properties=species:S:1:pos:R:3
Ru 1.511 0.760 1.579
O 3.228 -0.510 0.645
C 3.913 -1.274 1.677
C 4.534 -0.367 2.723
C 3.559 0.641 3.352
C 2.410 -0.018 4.076
C 2.444 -0.323 5.420
C 1.371 -1.003 5.980
C 0.289 -1.354 5.181
C 0.297 -0.995 3.852
N 1.338 -0.333 3.311
H 3.890 -0.089 0.077
H 4.669 -1.905 1.209
H 3.147 -1.927 2.098
H 5.378 0.183 2.299
H 4.945 -0.998 3.515
H 3.222 1.370 2.566
H 4.100 1.297 4.036
H 3.299 -0.035 6.018
H 1.375 -1.253 7.032
H -0.557 -1.888 5.586
H -0.532 -1.228 3.197
N 2.745 6.907 1.360
C 2.527 5.866 0.927
N 2.268 4.686 0.398
C 2.027 3.526 0.567
N 1.775 2.331 0.554
C -3.790 -2.114 0.897
C -3.794 -1.991 -0.622
C -2.933 -3.039 -1.322
C -1.430 -2.873 -1.116
N -0.932 -1.655 -1.815
C -0.508 -0.465 -1.254
Se -0.485 -0.248 0.583
N -0.252 0.411 -2.252
C -0.020 1.872 -2.158
C -1.252 2.654 -2.610
C -2.452 2.556 -1.671
C -2.226 3.232 -0.324
C -0.435 -0.221 -3.456
C -0.264 0.218 -4.759
C -0.528 -0.712 -5.743
C -0.951 -2.064 -5.448
C -1.121 -2.504 -4.171
C -0.870 -1.554 -3.158
H -4.523 -1.442 1.340
H -2.820 -1.873 1.340
H -4.049 -3.128 1.201
H -3.495 -0.983 -0.935
H -4.819 -2.110 -0.979
H -3.148 -3.049 -2.393
H -3.192 -4.034 -0.953
H -0.862 -3.708 -1.525
H -1.169 -2.773 -0.064
H 0.848 2.080 -2.785
H 0.245 2.086 -1.127
H -1.529 2.338 -3.619
H -0.945 3.699 -2.699
H -2.750 1.508 -1.540
H -3.299 3.036 -2.164
H -1.478 2.720 0.287
H -3.148 3.265 0.254
H -1.895 4.263 -0.463
H 0.061 1.219 -5.002
H -0.409 -0.434 -6.782
H -1.129 -2.734 -6.277
H -1.427 -3.515 -3.950
```

Values from the calculation:
Charge: +3
Total energy: -105347.7622 eV
Lowest unoccupied orbital energy (alpha / beta): -10.291 / -12.695 eV
Multiplicity: 5
E_HOMO (alpha / beta): -17.7 / -17.6 eV
Orbital gap (alpha / beta): 7.4 / 4.9 eV

Entry from the OMol25 dataset: the molecule C25H33NO4 in a non-equilibrium geometry (the ωB97M-V functional and the def2-TZVPD basis).

XYZ file:
```
63
Properties=species:S:1:pos:R:3
C -3.159 -4.235 2.689
C -3.228 -3.876 1.216
O -2.494 -2.668 1.012
C -2.390 -2.244 -0.251
O -2.887 -2.830 -1.178
C -1.636 -0.918 -0.345
C -2.645 0.132 0.173
C -2.214 1.595 0.039
C -2.893 2.471 1.100
C -2.511 3.935 0.888
C -2.845 4.339 -0.546
C -2.180 3.358 -1.512
O -2.568 2.029 -1.261
C -1.247 -0.667 -1.806
C -0.157 -1.646 -2.263
N 1.021 -1.658 -1.417
C 1.842 -0.459 -1.566
C 3.101 -0.592 -0.755
C 3.949 -1.655 -1.042
C 5.089 -1.888 -0.298
C 5.397 -1.055 0.765
C 4.567 0.006 1.065
C 3.417 0.255 0.312
C 2.592 1.395 0.708
C 2.234 1.815 1.963
C 1.459 2.985 1.788
C 1.408 3.200 0.446
O 2.082 2.244 -0.214
C 0.644 -1.950 -0.049
C -0.380 -0.969 0.535
H -3.712 -5.152 2.867
H -3.591 -3.438 3.288
H -2.125 -4.377 2.991
H -2.793 -4.664 0.592
H -4.262 -3.719 0.890
H -2.845 -0.085 1.224
H -3.577 0.028 -0.387
H -1.122 1.700 0.166
H -2.589 2.139 2.094
H -3.975 2.356 1.008
H -3.044 4.571 1.597
H -1.439 4.056 1.063
H -2.501 5.352 -0.756
H -3.926 4.301 -0.693
H -2.476 3.561 -2.544
H -1.084 3.448 -1.433
H -2.128 -0.792 -2.437
H -0.900 0.359 -1.919
H 0.150 -1.405 -3.283
H -0.567 -2.660 -2.264
H 1.305 0.460 -1.303
H 2.109 -0.391 -2.626
H 3.686 -2.311 -1.858
H 5.736 -2.718 -0.542
H 6.284 -1.229 1.356
H 4.806 0.666 1.886
H 2.475 1.336 2.889
H 1.008 3.580 2.556
H 0.956 3.974 -0.143
H 1.545 -1.959 0.570
H 0.220 -2.960 -0.043
H -0.647 -1.276 1.547
H 0.069 0.023 0.597
```

Values from the calculation:
Charge: 0
Total energy: -36140.9202 eV
Lowest unoccupied orbital energy: 0.766 eV
SMILES: CCOC(=O)C1(C[C@@H]2CCCCO2)CCN(Cc2ccccc2-c2ccco2)CC1
E_HOMO: -8.1 eV
Orbital gap: 8.8 eV